(1)
DFT (ωB97M-V/def2-TZVPD) results for C8H25CdO9 as an isolated structure at a distorted geometry.

XYZ file:
```
43
C8H25CdO9 | the OMol25 dataset | ωB97M-V/def2-TZVPD
Cd 4.540 -1.473 12.017
O 4.233 -2.285 8.237
O 3.291 2.379 12.501
O 4.745 -2.634 14.583
O 6.981 -1.933 12.230
O 5.360 -0.107 10.223
O 2.408 -1.937 12.772
O 4.653 0.009 13.651
O 4.707 -3.472 11.400
O 7.296 -3.774 14.454
C 5.060 -1.164 7.936
C 5.208 1.309 13.499
C 7.210 -4.212 13.072
C 6.089 -0.638 8.981
C 3.334 -2.977 14.821
C 7.705 -3.174 12.064
C 4.253 2.484 13.569
C 2.544 -3.190 13.518
H 6.677 0.099 8.509
H 6.098 -4.367 12.738
H 5.996 1.533 14.228
H 1.647 -2.072 12.116
H 7.044 -1.643 13.199
H 1.583 -3.322 13.905
H 3.721 2.504 14.563
H 4.390 -0.369 7.619
H 5.309 -3.437 14.678
H 4.414 -2.585 9.173
H 3.204 -3.838 15.378
H 2.907 -2.104 15.245
H 5.727 1.389 12.528
H 5.709 -1.413 7.114
H 4.689 3.425 13.449
H 8.169 -4.007 14.740
H 7.368 -3.501 11.117
H 6.628 -1.487 9.398
H 7.680 -5.168 12.859
H 2.888 -4.021 12.891
H 4.572 0.338 9.916
H 4.566 -0.129 14.610
H 3.963 -3.850 10.900
H 8.756 -3.035 12.109
H 2.485 2.824 12.726
```

Its orbital gap is 9.79 eV. Its max |F| is 0.081 Eh/bohr. The molar mass is 377.69 g mol⁻¹. Its spin multiplicity is 1. The charge is +1.

***

(2)
DFT (ωB97M-V/def2-TZVPD) results for C8H25ClIMnN2P2S as an isolated structure at a distorted geometry.

XYZ file:
```
41
C8H25ClIMnN2P2S | the OMol25 dataset | ωB97M-V/def2-TZVPD
I -2.168 -0.076 -2.044
Mn -0.161 0.017 -0.468
Cl 2.097 0.014 -0.723
S -1.245 0.296 1.535
P 0.072 2.389 -0.508
P 0.118 -2.337 -0.088
N -0.911 -0.536 4.034
N 1.015 0.276 3.033
C -1.535 3.225 -0.401
C -1.463 -3.194 0.174
C 1.139 -2.875 1.327
C 1.035 3.131 0.848
C -0.288 -0.020 2.968
C 0.910 -3.154 -1.502
C -0.957 0.089 -3.903
C 0.877 2.959 -2.029
H -1.896 -0.768 3.954
H 1.492 0.681 2.231
H 1.543 0.155 3.890
H 1.875 2.512 -2.116
H 0.617 -2.702 2.278
H 1.019 -4.226 -1.301
H -1.947 -2.813 1.083
H -2.017 2.992 0.557
H 0.296 -3.004 -2.396
H -0.417 -0.840 4.866
H 1.348 -3.950 1.223
H 2.038 2.685 0.866
H -1.293 0.989 -4.423
H -1.286 -4.274 0.273
H 1.896 -2.711 -1.678
H 0.285 2.658 -2.900
H 1.117 4.213 0.670
H -1.184 -0.799 -4.500
H -1.390 4.310 -0.488
H -2.178 2.863 -1.212
H 0.086 0.137 -3.587
H 0.534 2.960 1.812
H -2.122 -3.001 -0.681
H 0.964 4.051 -1.994
H 2.085 -2.320 1.323
```

Its orbital gap (alpha / beta) is 7.10 / 8.06 eV. Its max |F| is 0.045 Eh/bohr. The molar mass is 460.61 g mol⁻¹. Its spin multiplicity is 5. The charge is +2. The energy above the lowest of the compared OMol25 structures with the same formula, charge and spin comes out at 0.0 kcal/mol.

***

(3)
DFT (ωB97M-V/def2-TZVPD) results for a 2-piece molecular cluster, C8H25N2O5P2 overall.

XYZ file:
```
42
C8H25N2O5P2 | the OMol25 dataset | ωB97M-V/def2-TZVPD
P -1.335 -2.320 3.448
P 0.087 0.581 2.100
O -0.172 2.289 2.239
O -1.329 -3.315 2.130
O 0.444 -0.627 5.484
O 0.401 -1.172 1.967
O 1.095 0.514 3.549
N -1.130 -3.640 4.595
N -0.441 0.964 -2.465
C 1.789 2.116 -2.954
C -0.955 1.716 -4.858
C 0.593 1.879 -2.019
C -1.405 1.486 -3.407
C -0.014 -0.391 -2.758
C 0.789 -1.015 -1.627
C 1.054 -0.699 4.194
C 0.428 -1.759 3.240
H -0.422 0.852 -5.258
H -1.828 1.888 -5.493
H 2.097 -1.006 4.375
H -0.923 2.396 2.815
H 0.965 1.519 -1.058
H -1.557 -3.302 5.458
H 1.759 -0.533 -1.498
H -0.924 -0.979 -2.918
H 2.171 1.180 -3.365
H 0.110 2.833 -1.790
H -1.049 0.340 2.965
H 1.221 0.903 1.310
H 1.546 2.778 -3.786
H -0.309 2.589 -4.952
H -0.391 -1.093 5.468
H -1.262 -2.716 1.375
H -1.794 2.426 -3.002
H 2.601 2.582 -2.393
H 0.973 -2.069 -1.846
H 0.254 -0.947 -0.679
H -1.751 -4.389 4.291
H 1.074 -2.644 3.286
H 0.571 -0.471 -3.692
H -0.776 0.462 0.948
H -2.254 0.793 -3.418
```

Its orbital gap is 7.63 eV. Its max |F| is 0.017 Eh/bohr. The molar mass is 291.25 g mol⁻¹. Its spin multiplicity is 1. The charge is -1.

***

(4)
DFT (ωB97M-V/def2-TZVPD) results for C8H25N2O5Ti2 as an isolated structure at a distorted geometry.

XYZ file:
```
42
C8H25N2O5Ti2 | the OMol25 dataset | ωB97M-V/def2-TZVPD
Ti 2.918 6.965 -8.436
Ti 6.207 6.775 -11.858
O 5.137 9.511 -9.371
O -2.876 8.175 -12.564
O 5.166 2.482 -18.937
O 3.406 3.837 -11.150
O 8.955 5.604 -9.737
N 0.608 7.601 -13.259
N 5.523 5.218 -16.382
C -1.253 6.855 -14.501
C 4.634 3.408 -17.968
C -3.682 9.084 -11.757
C 4.366 1.472 -19.458
C -0.718 7.936 -13.645
C 6.331 3.058 -16.096
C -1.482 8.314 -12.306
C 5.817 4.038 -17.136
H -3.637 10.009 -12.333
H 5.299 5.877 -17.114
H -0.588 6.736 -15.356
H -1.210 7.658 -11.479
H 5.343 10.111 -8.629
H 4.281 0.693 -18.700
H -4.733 8.797 -11.741
H -2.213 7.125 -14.940
H -3.351 9.184 -10.723
H 3.035 3.043 -11.581
H 5.022 1.089 -20.239
H 6.538 2.099 -16.571
H 9.753 5.869 -10.234
H 4.584 5.139 -16.019
H 5.466 2.714 -15.528
H 3.972 2.910 -17.258
H -1.432 5.972 -13.887
H -0.627 8.818 -14.278
H 7.150 3.427 -15.478
H -1.274 9.316 -11.931
H 6.730 4.237 -17.699
H 3.440 1.807 -19.925
H 0.683 6.621 -13.026
H 0.997 8.325 -12.671
H 4.031 4.155 -18.484
```

Its orbital gap (alpha / beta) is 4.75 / 4.37 eV. Its max |F| is 0.044 Eh/bohr. The molar mass is 325.03 g mol⁻¹. Its spin multiplicity is 7. The charge is -1.

***

(5)
DFT (ωB97M-V/def2-TZVPD) results for C8H26AgO8 as an isolated structure at a distorted geometry.

XYZ file:
```
43
C8H26AgO8 | the OMol25 dataset | ωB97M-V/def2-TZVPD
Ag 0.315 -0.265 0.237
O 1.339 1.625 -0.912
O 1.855 -2.062 -0.457
O 1.304 4.047 1.121
O -0.616 -1.958 2.255
O -0.416 -0.119 -2.829
O -2.008 0.125 0.619
O -0.763 -2.609 -1.414
O 0.982 1.288 2.085
C 1.764 1.267 3.284
C 1.530 3.943 -0.290
C 0.209 -3.629 -1.339
C -1.736 -1.131 2.598
C 0.645 2.891 -0.915
C 1.558 -2.981 -1.529
C -2.623 -0.894 1.411
C -1.718 0.311 -3.242
H 2.599 1.964 3.206
H -2.644 0.455 -0.026
H 2.333 -3.742 -1.617
H 0.036 -4.350 -2.144
H 2.571 3.636 -0.397
H -2.751 -1.828 0.843
H -2.480 0.039 -2.510
H -1.621 -3.018 -1.254
H 1.867 1.614 -1.718
H -1.355 -0.190 2.981
H -0.501 -0.999 -2.435
H -0.953 -2.842 2.080
H 0.607 4.691 1.281
H 1.543 -2.374 -2.436
H -1.634 1.370 -3.459
H 1.124 2.157 1.675
H -0.244 2.726 -0.315
H -1.993 -0.186 -4.180
H 0.392 3.199 -1.932
H 1.150 1.553 4.137
H 2.163 0.263 3.407
H 2.441 -2.465 0.190
H -3.647 -0.641 1.713
H -2.307 -1.642 3.379
H 0.213 -4.158 -0.380
H 1.468 4.922 -0.773
```

Its orbital gap is 10.29 eV. Its max |F| is 0.023 Eh/bohr. The molar mass is 358.16 g mol⁻¹. Its spin multiplicity is 1. The charge is +1. The energy above the lowest of the compared OMol25 structures with the same formula, charge and spin comes out at 0.0 kcal/mol.

***

(6)
DFT (ωB97M-V/def2-TZVPD) results for a 15-piece molecular cluster, C8H26B2O29 overall.

XYZ file:
```
65
C8H26B2O29 | the OMol25 dataset | ωB97M-V/def2-TZVPD
O -2.873 -1.907 -1.028
O -2.235 1.774 -0.706
O 3.184 -0.246 -2.299
O 1.155 4.270 2.822
O -0.562 -4.671 -2.688
O -1.241 -1.136 0.308
O -2.985 0.776 1.320
O 2.634 -1.216 2.448
O -0.786 -1.587 -3.069
O -1.902 0.691 -5.380
O -0.524 -4.467 2.212
O -5.379 2.915 -1.611
O -2.093 2.947 1.471
O 5.188 -3.005 4.165
O -4.166 -1.547 -3.760
O 0.388 -0.764 -1.331
O -4.165 2.720 0.271
O -3.033 1.568 -2.793
O 1.694 1.605 2.217
O 1.078 -1.509 0.858
O -1.310 2.790 3.589
O -4.298 -2.460 1.709
O 3.957 1.949 4.349
O -2.244 0.024 3.309
O 3.525 2.176 -0.064
O 1.252 2.959 -1.727
O 5.300 -0.384 2.928
O 0.728 -0.696 -5.221
O 0.341 0.700 0.687
C 1.770 -0.798 1.731
C -3.139 1.942 -1.658
C -4.395 2.566 -1.025
C -0.678 -1.277 -1.913
C 1.276 0.664 1.605
C -1.851 2.346 2.616
C -1.771 -1.473 -0.845
C -2.380 0.891 2.499
B 0.125 -0.647 0.138
B -2.897 2.067 0.606
H 0.445 3.966 3.398
H 0.207 -0.050 -5.708
H 0.890 2.119 -2.026
H -5.105 -2.344 1.202
H 5.937 -0.840 2.369
H 4.114 2.356 3.494
H -3.618 -2.046 1.162
H 2.394 -0.520 -1.816
H 4.539 -0.225 2.355
H -2.264 0.588 -4.489
H -0.070 -3.861 1.617
H 4.380 2.269 -0.493
H -3.711 -1.719 -2.923
H -2.448 1.375 -5.774
H 5.514 -2.143 4.434
H -0.931 -3.805 -2.486
H 3.834 -0.087 -1.609
H 4.182 1.021 4.221
H -0.997 -4.919 -3.508
H -1.154 -3.911 2.680
H 4.531 -2.794 3.491
H -4.441 -2.416 -4.064
H 1.836 2.731 -0.991
H 3.697 2.223 0.883
H 1.425 3.464 2.355
H 0.127 -0.983 -4.511
```

Its orbital gap is 8.89 eV. Its max |F| is 0.019 Eh/bohr. The molar mass is 607.89 g mol⁻¹. Its spin multiplicity is 1. The charge is -2. The energy above the lowest of the compared OMol25 structures with the same formula, charge and spin comes out at 10.0 kcal/mol.

***

(7)
DFT (ωB97M-V/def2-TZVPD) results for C8H26ErN4O5 as an isolated structure at a distorted geometry.

XYZ file:
```
44
C8H26ErN4O5 | the OMol25 dataset | ωB97M-V/def2-TZVPD
Er -0.144 0.086 0.328
O -3.439 -0.562 -0.173
O 3.556 1.865 -1.631
O -1.511 2.005 0.314
O 1.655 -0.758 -2.206
O -0.147 -2.297 0.690
N -2.066 -0.564 -0.632
N 0.311 -0.453 -1.741
N 2.013 0.448 1.419
N -1.012 0.001 2.579
C 2.461 2.707 -1.221
C -3.242 -1.416 -2.568
C -0.680 -1.038 -2.478
C -1.991 -1.000 -1.910
C 1.953 -0.429 2.624
C -0.404 -1.612 -3.818
C -0.146 0.832 3.471
C 1.176 0.169 3.770
H 2.282 1.397 1.715
H -1.045 -2.485 -4.012
H 0.645 -1.915 -3.910
H -2.202 1.926 -0.380
H -4.095 -0.943 -2.058
H -1.983 0.336 2.639
H 1.542 2.310 -1.687
H 1.799 0.905 4.285
H -3.236 -1.136 -3.632
H -3.473 -0.497 0.801
H 2.801 0.159 0.821
H 2.617 3.766 -1.519
H 1.037 -0.625 4.509
H -1.931 2.588 0.994
H 1.550 -1.392 2.298
H 2.178 0.081 -2.139
H -1.047 -0.978 2.898
H -0.679 1.018 4.408
H 2.979 -0.616 2.947
H 2.341 2.663 -0.122
H 4.164 2.444 -2.149
H -0.021 1.813 2.994
H -0.604 -0.847 -4.586
H -3.376 -2.513 -2.493
H 0.460 -2.881 0.167
H -1.043 -2.565 0.394
```

Its orbital gap (alpha / beta) is 5.73 / 3.91 eV. Its max |F| is 0.041 Eh/bohr. The molar mass is 425.58 g mol⁻¹. Its spin multiplicity is 4. The charge is +1.

***

(8)
DFT (ωB97M-V/def2-TZVPD) results for a 5-piece molecular cluster, C8H26N4O5 overall at a distorted geometry.

XYZ file:
```
43
C8H26N4O5 | the OMol25 dataset | ωB97M-V/def2-TZVPD
O 12.690 19.719 -2.724
O 14.615 23.805 2.027
O 17.427 20.270 8.708
O 13.727 31.343 3.537
O 12.635 25.056 12.050
N 10.644 18.984 -3.003
N 15.424 23.310 4.005
N 10.819 20.754 -2.002
N 13.898 21.992 3.058
C 14.573 25.767 10.596
C 19.678 20.648 8.842
C 11.499 19.797 -2.561
C 14.638 23.052 2.988
C 18.477 20.160 9.596
C 14.055 25.426 12.028
C 13.839 30.909 4.834
C 15.080 31.434 5.493
H 14.169 26.328 12.629
H 19.684 21.702 8.565
H 14.135 21.330 3.783
H 12.520 24.249 11.543
H 14.061 25.177 9.836
H 18.226 20.686 10.517
H 11.313 21.627 -1.890
H 15.484 22.684 4.795
H 15.930 31.015 4.955
H 15.879 24.211 4.026
H 15.597 25.399 10.525
H 15.263 31.134 6.524
H 14.513 26.813 10.295
H 16.575 20.276 9.151
H 18.492 19.121 9.923
H 20.480 20.485 9.562
H 10.852 18.117 -3.479
H 13.061 31.371 5.441
H 9.671 19.166 -2.804
H 15.083 32.524 5.452
H 19.880 20.035 7.963
H 9.814 20.658 -2.027
H 14.574 24.613 12.534
H 13.852 29.837 5.029
H 14.277 30.815 2.954
H 13.575 21.723 2.139
```

Its orbital gap is 9.81 eV. Its max |F| is 0.166 Eh/bohr. The molar mass is 258.32 g mol⁻¹. Its spin multiplicity is 1. As for the structure (SMILES): NC(N)=O.NC(N)=O.CCO.CCO.CCO. The energy above the lowest of the compared OMol25 structures with the same formula, charge and spin comes out at 62.0 kcal/mol.

***

(9)
DFT (ωB97M-V/def2-TZVPD) results for C8H26N4O5Rh as an isolated structure at a distorted geometry.

XYZ file:
```
44
C8H26N4O5Rh | the OMol25 dataset | ωB97M-V/def2-TZVPD
Rh -0.083 0.334 0.191
O 2.799 0.487 1.201
O 0.774 -4.581 0.598
O -0.727 1.166 -2.614
O -1.479 -1.324 -2.274
O -0.454 2.954 1.843
N 0.200 1.093 -1.588
N -0.279 -0.603 2.085
N 1.810 0.640 0.211
N -2.212 0.480 0.166
C 2.375 1.128 -0.893
C 3.834 1.281 -0.805
C -2.751 -0.454 2.448
C 1.784 2.012 -3.248
C -1.542 -1.370 2.336
C -2.842 0.732 1.495
C 1.455 1.440 -1.920
C -0.498 -2.010 -1.438
H -2.343 1.612 1.915
H 2.363 0.224 2.035
H 0.506 -1.247 2.199
H -1.004 -2.845 -0.938
H -2.600 -0.350 -0.288
H -2.428 1.258 -0.460
H -1.126 0.232 -2.646
H -1.401 -1.932 3.268
H 2.019 1.223 -3.976
H -0.401 3.560 2.603
H 4.224 1.565 -1.786
H -0.158 0.133 2.784
H 0.308 -2.403 -2.074
H -2.792 -0.057 3.470
H -3.895 0.983 1.318
H -3.651 -1.071 2.343
H 2.669 2.654 -3.168
H -0.070 -1.301 -0.677
H 1.620 -4.744 0.145
H 4.114 2.067 -0.090
H 0.425 -5.471 0.780
H -1.653 -2.099 1.524
H -1.716 -1.909 -3.010
H 4.332 0.356 -0.490
H 0.962 2.613 -3.648
H -0.467 3.546 1.072
```

Its orbital gap (alpha / beta) is 5.97 / 7.36 eV. Its max |F| is 0.054 Eh/bohr. The molar mass is 361.22 g mol⁻¹. Its spin multiplicity is 5. The charge is +1. The energy above the lowest of the compared OMol25 structures with the same formula, charge and spin comes out at 7.9 kcal/mol.

***

(10)
DFT (ωB97M-V/def2-TZVPD) results for C8H26N5O6Tl as an isolated structure at a distorted geometry.

XYZ file:
```
46
C8H26N5O6Tl | the OMol25 dataset | ωB97M-V/def2-TZVPD
Tl -0.746 0.501 -1.482
O -2.194 0.322 0.982
O 0.100 -2.521 1.578
O 3.180 -1.714 1.430
O 1.286 2.446 -1.377
O 1.485 -0.239 -3.061
O 1.015 -0.213 0.369
N 2.770 4.076 -0.885
N -3.566 0.801 -1.610
N 3.028 -1.158 -1.652
N 2.783 2.088 0.297
N 3.421 -1.034 -3.926
C 2.603 -0.789 -2.884
C 2.244 2.851 -0.688
C -1.819 -0.123 2.288
C -3.547 -0.003 0.707
C 2.375 -2.291 2.431
C -5.634 1.142 -0.252
C 1.275 -3.234 1.875
C -4.095 1.016 -0.262
H -6.089 1.118 0.736
H -3.873 -0.087 -2.016
H -2.412 0.399 3.038
H 0.657 -0.266 1.269
H 2.327 1.201 0.461
H -4.195 -0.036 1.583
H 2.457 4.617 -1.673
H 3.963 -1.468 -1.457
H 2.610 -1.055 0.990
H 1.038 -3.949 2.658
H 4.280 -1.519 -3.736
H 2.983 -2.852 3.140
H 1.912 -1.452 2.965
H 3.395 2.485 0.989
H -0.758 0.041 2.465
H -3.984 1.474 -2.258
H -5.874 2.096 -0.720
H 0.336 -1.833 0.926
H 3.246 -0.678 -4.848
H -3.756 2.018 0.018
H 1.652 -3.705 0.964
H -3.552 -1.007 0.260
H 3.387 4.541 -0.244
H -6.088 0.340 -0.839
H -1.949 -1.204 2.389
H 2.323 -1.141 -0.937
```

Its orbital gap is 3.20 eV. Its max |F| is 0.048 Eh/bohr. The molar mass is 492.71 g mol⁻¹. Its spin multiplicity is 1. The charge is +2. The energy above the lowest of the compared OMol25 structures with the same formula, charge and spin comes out at 0.0 kcal/mol.

***

(11)
DFT (ωB97M-V/def2-TZVPD) results for C8H27BNO7Y as an isolated structure at a distorted geometry.

XYZ file:
```
45
C8H27BNO7Y | the OMol25 dataset | ωB97M-V/def2-TZVPD
Y -1.316 0.430 -1.685
O -3.241 -0.785 -4.314
O 2.243 -0.558 -2.128
O 2.707 -1.384 3.343
O -3.228 -2.421 -1.745
O -4.117 1.780 -0.294
O 3.850 2.502 -1.745
O -0.131 3.168 0.168
N 0.304 -0.845 2.096
C 3.339 -2.593 3.331
C 0.561 -0.350 3.424
C 3.600 -0.134 -1.896
C -0.804 -0.078 4.071
C 4.098 1.199 -1.236
C -4.271 -1.730 -4.084
C -4.013 -2.765 -2.887
C 1.537 -1.249 4.225
B -0.513 3.476 -3.749
H -0.820 3.491 -4.784
H 1.166 0.554 3.354
H -0.304 -1.650 2.134
H 1.070 -2.203 4.470
H 3.544 -3.004 4.320
H -1.646 -0.740 3.870
H 5.172 1.100 -1.084
H -0.407 4.030 0.481
H 3.962 -0.890 -1.199
H 3.685 1.246 -0.229
H -4.365 2.700 -0.377
H -0.047 4.396 -3.432
H 4.183 -2.321 2.698
H -5.149 -1.157 -3.787
H 0.077 2.594 -3.549
H -4.619 -2.220 -4.993
H 1.200 -1.157 1.749
H -1.262 0.874 3.801
H -3.428 -3.541 -3.381
H 1.854 -0.865 5.195
H -1.439 3.416 -3.199
H 2.566 -3.195 2.853
H -4.866 1.368 0.138
H 4.221 -0.278 -2.780
H -4.974 -3.132 -2.529
H -0.804 -0.266 5.144
H 0.824 3.187 0.224
```

Its orbital gap is 3.10 eV. Its max |F| is 0.103 Eh/bohr. The molar mass is 349.02 g mol⁻¹. Its spin multiplicity is 1. The charge is -2.